[1]
109
Properties=species:S:1:pos:R:3:lowdin_charge:R:1 method="wB97M-V/def2-TZVPD" relative_energy_kj_mol=1222.6 spin_multiplicity=1 gap_ev=8.49
C -4.14856 4.67918 5.26192 -0.015
C -3.00043 3.71895 5.03711 -0.263
C -2.48892 3.54557 3.60209 -0.108
O -1.10011 3.81667 3.60937 0.053
C -0.74088 4.23148 4.83591 -0.563
O 0.37789 4.53406 5.12391 0.156
O -1.80742 4.33345 5.64543 0.072
H -4.93432 4.57246 4.51288 0.089
H -3.75632 5.68841 5.13063 0.098
H -4.54655 4.56466 6.26632 0.087
H -3.06386 2.79467 5.61270 0.154
H -3.00587 4.16255 2.86928 0.126
H -2.67941 2.50238 3.33552 0.139
C 1.05562 -1.50206 2.34748 0.000
C 1.91016 -2.66044 1.84765 -0.248
C 3.33478 -2.59933 2.34162 -0.049
O 3.63384 -3.98031 2.60165 0.126
C 2.48527 -4.61256 2.81376 -0.700
O 2.38335 -5.73706 3.20506 0.086
O 1.42324 -3.85300 2.46597 -0.125
H 0.00152 -1.62424 2.10159 0.037
H 1.36463 -0.55256 1.90218 0.061
H 1.16142 -1.28608 3.41215 0.108
H 1.90224 -2.75933 0.75909 0.158
H 3.50746 -1.92790 3.18635 0.136
H 4.01124 -2.20145 1.58325 0.146
C 3.05181 1.89618 4.19200 -0.005
C 2.41582 1.89936 2.79813 -0.302
C 1.88416 3.28255 2.41599 -0.095
O 2.59182 3.61962 1.22767 0.058
C 3.46706 2.63633 0.91978 -0.581
O 4.25429 2.69842 0.02990 0.157
O 3.38323 1.60980 1.78702 0.082
H 2.40969 2.37568 4.93482 0.080
H 4.01983 2.38725 4.26173 0.096
H 3.09645 0.85567 4.52512 0.074
H 1.65212 1.13076 2.77427 0.113
H 1.91003 4.08971 3.14463 0.128
H 0.82512 3.16411 2.16248 0.086
C 0.34980 -3.78806 -5.82425 -0.014
C 1.18766 -4.23525 -4.66181 -0.300
C 1.18286 -3.24828 -3.48322 -0.117
O 1.06682 -4.05273 -2.33450 0.056
C 0.86722 -5.35103 -2.71755 -0.548
O 0.81658 -6.27348 -1.99440 0.196
O 0.59632 -5.38955 -4.04892 0.077
H 0.83209 -2.93174 -6.30514 0.096
H -0.62673 -3.39027 -5.53251 0.056
H 0.12172 -4.55913 -6.55848 0.094
H 2.20348 -4.46042 -4.99159 0.154
H 0.37353 -2.51904 -3.54631 0.111
H 2.13377 -2.71393 -3.56622 0.136
C 0.56590 -0.87285 -0.71140 -0.035
O -0.46542 -0.01136 -0.26838 -0.001
C -0.26706 1.26373 0.00558 -0.594
O 0.75760 1.88348 -0.04742 0.155
O -1.46082 1.79297 0.27328 0.013
C -1.47427 3.21834 0.42410 -0.008
H 1.14280 -0.44093 -1.53603 0.114
H 0.17215 -1.80772 -1.09983 0.090
H 1.29760 -1.02824 0.08318 0.065
H -2.41287 3.48190 0.90216 0.079
H -1.55587 3.61008 -0.58860 0.103
H -0.64785 3.54816 1.04520 0.078
C 1.46565 4.60707 -2.90823 -0.049
C 0.85220 5.54850 -1.86113 -0.222
O 0.95172 6.88107 -2.33013 0.059
C 0.15654 7.75982 -1.73842 -0.596
O -0.67111 7.52391 -0.89554 0.115
O 0.38262 8.94966 -2.31423 0.004
C -0.23612 10.07983 -1.69134 -0.034
H 2.42108 5.06950 -3.15954 0.082
H 0.84816 4.46202 -3.79440 0.073
H 1.64250 3.59760 -2.53836 0.069
H 1.26664 5.26841 -0.89065 0.124
H -0.19974 5.28703 -1.72363 0.102
H -0.58283 10.71404 -2.50248 0.093
H 0.46574 10.66853 -1.09731 0.093
H -1.00740 9.72543 -1.01134 0.086
C 1.75613 -5.46092 1.44503 -0.078
C 0.50166 -5.46875 2.29944 -0.138
O -0.43028 -4.41792 1.99065 0.035
C -1.03203 -4.47167 0.80794 -0.587
O -0.90836 -5.35079 0.01084 0.161
O -1.88613 -3.46929 0.63137 0.019
C -1.97918 -2.37149 1.52980 -0.037
H 2.43105 -6.24288 1.80704 0.132
H 2.29612 -4.51606 1.44754 0.106
H 1.57796 -5.80955 0.42673 0.117
H 0.72592 -5.33048 3.35286 0.144
H -0.01291 -6.41428 2.12391 0.158
H -2.90302 -1.86721 1.26836 0.103
H -1.09496 -1.74317 1.44844 0.034
H -2.04400 -2.72593 2.55976 0.109
C -2.29638 -1.09485 -2.77835 -0.042
C -2.57479 -2.22246 -3.75076 -0.216
O -2.30011 -3.49489 -3.16523 0.041
C -2.50985 -4.62528 -3.82177 -0.644
O -2.35537 -5.66608 -3.27174 0.173
O -2.84569 -4.42950 -5.08812 -0.027
C -3.14306 -5.59928 -5.84001 -0.029
H -2.81859 -1.21182 -1.83375 0.090
H -2.51899 -0.16275 -3.30041 0.089
H -1.22567 -0.99139 -2.59702 0.045
H -1.99847 -2.14451 -4.67471 0.109
H -3.64563 -2.22066 -3.97677 0.130
H -2.29108 -6.27534 -5.72467 0.099
H -3.21122 -5.44078 -6.91213 0.094
H -4.01713 -6.12071 -5.45892 0.101

=====

[2]
94
Properties=species:S:1:pos:R:3:mulliken_spin:R:1 method="wB97M-V/def2-TZVPD" spin_multiplicity=5 gap_ev="6.31 / 7.36"
Ru 0.30941 -0.01789 -0.61527 2.559
C 1.20517 -2.21984 -0.26976 0.136
C 0.62754 -2.22626 -1.56974 0.115
C 1.30181 -1.17700 -2.31767 0.169
Si -0.88230 -3.25949 -2.02172 0.009
C 2.27777 -0.56883 -1.47295 0.107
C 2.20544 -1.19757 -0.15630 0.090
Si 3.04402 -0.73571 1.44819 0.000
H 0.95496 -2.92202 0.51952 0.007
H 1.14775 -0.95387 -3.36580 -0.009
H 3.00872 0.16909 -1.77557 0.013
Cl -2.04116 4.16026 -2.03908 0.019
C 2.78309 -2.04172 2.75626 0.009
C 4.86060 -0.43162 1.14321 0.008
C -1.05771 -4.77193 -0.94477 0.007
C -0.80240 -3.78786 -3.81146 0.006
H 5.22100 -1.12325 0.37003 -0.001
H 5.39602 -0.64594 2.07846 0.000
H 5.08434 0.59653 0.83438 0.001
H 2.22171 -1.65081 3.61463 0.000
H 3.76820 -2.38197 3.10358 -0.001
H 2.23886 -2.90174 2.34944 -0.003
H 0.23211 -4.06441 -4.05526 0.000
H -1.14848 -3.03771 -4.53078 0.001
H -1.43133 -4.68342 -3.91263 0.000
H -0.15510 -5.39300 -1.01844 0.000
H -1.91896 -5.36192 -1.28648 -0.001
H -1.21164 -4.47863 0.10215 -0.001
C 2.16936 0.83535 2.01544 0.015
C -2.30390 -2.05459 -1.68228 0.001
P 1.38450 1.73702 0.63292 0.278
H 2.88972 1.46408 2.56008 0.005
H 1.36473 0.54948 2.71570 -0.006
P -1.79722 -0.31296 -1.90886 0.274
H -2.57204 -2.18221 -0.61990 0.001
H -3.17556 -2.31902 -2.30181 0.002
C -3.35966 0.60170 -1.43895 -0.026
C -1.55513 -0.26988 -3.79527 -0.003
C 2.88854 2.44210 -0.28505 -0.042
C 0.60363 3.20337 1.52375 0.006
C -0.87883 2.96684 1.84161 0.031
H 0.68358 4.03436 0.80116 0.002
C 1.32685 3.61120 2.81179 0.012
H 1.26545 2.82122 3.57125 -0.002
H 0.82040 4.49866 3.21410 0.001
H 2.37703 3.87675 2.66123 0.000
H -1.53158 3.29698 1.02769 0.006
H -1.16107 3.53235 2.73953 0.000
H -1.07703 1.90374 2.03662 -0.002
H 3.54263 1.56435 -0.40540 0.002
C 3.66672 3.50668 0.48847 0.003
C 2.51864 2.96446 -1.67455 0.051
H 4.05453 3.14674 1.44935 0.000
H 3.06120 4.40719 0.65488 0.001
H 4.53468 3.80501 -0.11691 0.000
H 2.00675 2.21249 -2.28838 -0.004
H 3.44338 3.24847 -2.19844 0.003
H 1.88927 3.86223 -1.61076 0.003
H -0.88211 -1.12523 -3.95865 0.000
C -0.85066 0.98416 -4.30878 0.054
C -2.82569 -0.50518 -4.61274 0.002
H -3.40018 -1.38411 -4.29735 -0.001
H -2.53500 -0.66838 -5.66141 0.001
H -3.47428 0.38009 -4.59637 0.000
H 0.13506 1.13060 -3.85027 -0.019
H -1.46784 1.87985 -4.15702 0.005
H -0.69016 0.87659 -5.39254 0.002
C -3.48026 0.68017 0.08566 0.056
C -4.66492 0.02421 -1.98687 0.012
H -3.20939 1.61274 -1.85206 0.007
H -4.82078 -1.00192 -1.63295 0.000
H -4.72839 0.03684 -3.07683 0.000
H -5.49285 0.63659 -1.60582 0.000
H -3.82366 -0.28166 0.49380 0.001
H -4.22014 1.44805 0.35608 0.001
H -2.53486 0.91718 0.58572 -0.022
C -0.94096 2.82370 -1.44171 0.446
H -1.52168 2.16733 -0.78563 -0.134
H -0.53568 2.31181 -2.31598 -0.149
H -0.14523 3.33556 -0.89511 -0.051
O -1.34845 -2.39225 1.28522 -0.003
C -0.99468 -1.38190 1.91649 -0.016
O -0.69035 -0.22427 1.39304 -0.069
C -0.83532 -1.47449 3.40818 0.014
C -0.61978 -0.33912 4.20908 0.006
C -0.26671 -0.49375 5.55197 0.000
C -0.16308 -1.77782 6.10464 0.000
C -0.43345 -2.90774 5.31966 0.000
C -0.78389 -2.75532 3.97661 0.001
H -0.73831 0.64991 3.76590 0.001
H -0.07315 0.39118 6.16072 0.000
H 0.11982 -1.89696 7.15148 0.000
H -0.37415 -3.90949 5.74728 0.000
H -1.00783 -3.61258 3.34136 0.000

=====

[3]
96
Properties=species:S:1:pos:R:3:lowdin_charge:R:1 method="wB97M-V/def2-TZVPD" relative_energy_kj_mol=100.5 smiles="CCCON1C(=O)c2c(N)c(CN)c(CC(=O)O)c(COCCOCC)c2C1=O.CCCCCC.CCCCCC" spin_multiplicity=1 gap_ev=8.06
C 2.92567 -3.07963 4.03026 -0.136
C 2.29169 -3.92269 2.79517 -0.199
C 3.36752 -4.83274 2.03176 -0.142
O 3.11381 -4.84078 0.57158 -0.085
N 3.84031 -3.79633 0.09781 -0.058
C 4.97304 -4.10261 -0.80527 -0.261
O 5.40399 -5.19055 -1.24268 0.085
C 5.51654 -2.64093 -1.11511 0.024
C 6.91976 -2.10098 -1.45622 -0.121
N 8.04881 -3.02635 -1.58077 0.064
C 7.02694 -0.53584 -1.64787 -0.035
C 8.48848 0.04875 -1.95492 -0.232
N 8.56301 0.90917 -3.17822 -0.027
C 5.76070 0.38526 -1.50123 -0.046
C 5.84216 1.99747 -1.65234 -0.021
C 6.13816 2.54304 -0.14808 -0.379
O 5.78975 3.67993 0.22852 0.070
O 6.82279 1.69430 0.77364 0.018
C 4.33657 -0.19864 -1.15756 -0.016
C 3.02831 0.68967 -0.98121 -0.188
O 3.07548 1.57703 0.16308 -0.183
C 1.99854 2.55566 -0.05080 -0.164
C 1.27295 2.99160 1.31019 -0.178
O 0.07514 2.25045 1.62117 -0.173
C 0.31847 0.82910 1.73637 -0.241
C 1.32160 0.39998 2.91867 -0.072
C 4.26616 -1.72489 -0.97045 0.030
C 3.07656 -2.70800 -0.58463 -0.240
O 1.84987 -2.64894 -0.80830 0.085
H 3.76746 -2.37650 3.69175 0.075
H 3.33624 -3.74275 4.86291 0.072
H 2.10169 -2.41357 4.49198 0.071
H 1.47335 -4.58101 3.23788 0.109
H 1.88822 -3.12081 2.06660 0.105
H 3.50970 -5.87853 2.46214 0.134
H 4.38658 -4.29663 2.15168 0.131
H 7.63451 -3.96585 -1.75389 0.087
H 8.56858 -2.81298 -2.44904 0.087
H 9.23379 -0.82127 -2.07816 0.106
H 8.81567 0.59932 -0.99032 0.124
H 7.64397 0.89304 -3.63891 0.059
H 9.28085 0.45773 -3.77539 0.074
H 4.83240 2.44669 -1.97944 0.126
H 6.71861 2.33416 -2.29926 0.112
H 6.19466 1.15240 1.30165 0.126
H 2.10703 0.00939 -0.85723 0.121
H 2.85666 1.30541 -1.94292 0.135
H 1.19001 2.11832 -0.74956 0.136
H 2.44375 3.46769 -0.59426 0.139
H 0.93774 4.08799 1.15550 0.140
H 2.05131 3.02273 2.14730 0.124
H 0.64668 0.32568 0.75611 0.098
H -0.70411 0.35254 1.99205 0.126
H 1.94973 1.24799 3.34854 0.076
H 2.03854 -0.38371 2.49212 0.067
H 0.71345 -0.04183 3.77653 0.075
C -1.31242 -2.97641 -1.10843 -0.112
C -1.96173 -1.78826 -0.41150 -0.264
C -3.13093 -2.18313 0.49184 -0.228
C -4.31845 -2.83303 -0.22441 -0.228
C -4.94521 -1.99615 -1.33988 -0.269
C -5.53643 -0.68188 -0.84853 -0.123
H -2.01294 -3.48546 -1.77510 0.067
H -0.46561 -2.64141 -1.71206 0.053
H -0.94146 -3.70042 -0.37864 0.077
H -2.28293 -1.05474 -1.15715 0.102
H -1.20301 -1.28818 0.20131 0.080
H -3.47329 -1.29351 1.03175 0.099
H -2.76818 -2.87724 1.25930 0.110
H -5.08805 -3.06195 0.52253 0.109
H -4.00961 -3.79802 -0.63997 0.101
H -5.74355 -2.58309 -1.80693 0.106
H -4.21190 -1.79710 -2.12796 0.100
H -6.30609 -0.86060 -0.09241 0.073
H -5.99787 -0.14196 -1.67951 0.065
H -4.77207 -0.03184 -0.41548 0.068
C -8.02342 6.13947 0.27094 -0.116
C -8.18698 4.83173 1.03426 -0.274
C -7.14078 3.78056 0.66095 -0.229
C -7.17380 3.31631 -0.79827 -0.226
C -8.50657 2.73196 -1.26759 -0.268
C -8.91251 1.47355 -0.51276 -0.106
H -8.15034 5.99729 -0.80480 0.065
H -8.77380 6.86408 0.59931 0.069
H -7.03553 6.57250 0.44808 0.075
H -9.19691 4.44018 0.88109 0.098
H -8.10076 5.04202 2.10622 0.104
H -7.26160 2.91540 1.32155 0.101
H -6.14273 4.18164 0.87348 0.110
H -6.38787 2.56447 -0.93833 0.100
H -6.90664 4.15278 -1.45289 0.101
H -8.42203 2.48663 -2.33189 0.105
H -9.30211 3.48002 -1.18924 0.098
H -8.15157 0.69564 -0.61694 0.051
H -9.85241 1.08213 -0.91014 0.072
H -9.06018 1.67074 0.55186 0.069